Entry 1:
{"formula": "C5H11N3", "method": "the ωB97M-V functional and the def2-TZVPD basis", "species": ["H", "N", "H", "N", "H", "C", "H", "H", "C", "H", "H", "H", "C", "H", "C", "H", "N", "H", "C"], "xyz": [[-3.1251, 0.4128, 1.6887], [-1.2782, -0.4031, -1.8675], [1.1891, -2.0266, -1.5004], [-0.0684, 1.2384, 1.2322], [-1.1504, -1.4014, -1.6951], [1.0720, -1.5408, -0.5331], [1.6902, 0.3178, -1.4313], [-0.5596, 1.4187, -1.4779], [0.9201, -0.0309, -0.7222], [-0.3029, 2.1979, 1.0567], [0.2078, -1.9715, -0.0379], [1.6159, 0.0548, 1.3135], [-1.2539, 0.4358, 1.2595], [1.9451, -1.7791, 0.0655], [-0.4342, 0.3502, -1.3069], [-1.0412, -0.6150, 1.4954], [-2.3695, 1.0151, 1.3897], [1.8092, 1.5851, 0.4560], [1.1338, 0.7417, 0.6152]], "orbital_gap_ev": 9.9, "de_lowest_ev": 1.381, "e_lumo_ev": 0.9, "smiles": "[H]/N=C\\[C@H](C)CN/C=N/[H]"}

Entry 2:
{"formula": "C5H10O2P2", "method": "the ωB97M-V functional and the def2-TZVPD basis", "species": ["H", "O", "O", "H", "C", "H", "C", "C", "H", "H", "H", "P", "P", "H", "C", "H", "H", "H", "C"], "xyz": [[2.7203, 0.8568, 2.4578], [-1.5270, 1.8077, 1.8726], [-2.9807, 2.4691, -2.0982], [-3.3204, 2.8271, -1.2644], [-0.3706, -1.4064, -1.0582], [-1.3440, -1.8354, -0.8857], [-1.7488, 1.9156, -1.8154], [2.2878, 0.2739, 1.6066], [-1.0211, 2.0745, -2.5503], [0.2114, 2.6765, 1.5046], [2.5732, 0.7817, 0.6007], [0.1142, 0.2639, -0.5866], [0.3974, 0.0011, 1.5947], [0.3712, -2.0508, -0.7543], [-0.3396, 1.6963, 1.6035], [-2.2403, 0.9511, -0.0139], [-0.3263, -1.3473, -2.1781], [2.6216, -0.7203, 1.6880], [-1.4926, 1.0517, -0.8425]], "orbital_gap_ev": 9.1, "de_lowest_ev": 1.132, "e_lumo_ev": 0.5, "smiles": "CP(C=O)#P(C)/C=C/O"}

Entry 3:
{"formula": "C13H23ClI2NP2Tb", "method": "the ωB97M-V functional and the def2-TZVPD basis", "species": ["H", "C", "H", "H", "C", "H", "H", "H", "C", "C", "N", "C", "C", "C", "H", "H", "P", "H", "C", "P", "C", "H", "H", "H", "Cl", "H", "H", "C", "I", "C", "H", "H", "H", "H", "C", "Tb", "H", "H", "H", "H", "I", "H", "C"], "xyz": [[-2.2307, 0.3630, 4.7258], [3.4043, 0.0778, 1.1824], [-2.1603, 0.2407, 7.2040], [-3.1245, 0.9770, 1.7292], [-0.1796, -0.2714, 3.0145], [3.3386, 2.2993, -0.6739], [3.0672, -1.6724, -2.1476], [-3.3677, 2.2794, -0.6797], [-3.5059, -1.4585, -1.1602], [-0.1060, 0.2369, 4.4745], [-0.2289, 0.2352, 1.9192], [3.4852, -1.4338, -1.1525], [-1.2140, 0.1603, 6.6245], [1.1621, -0.1449, 6.5854], [-3.0823, -1.6962, -2.1532], [4.4960, 0.0704, 1.0194], [-2.6500, -0.0140, -0.4726], [0.0113, -0.0820, 8.3841], [3.4747, 1.3878, -1.2745], [2.6186, 0.0054, -0.4654], [-1.2917, 0.2544, 5.2848], [2.0866, -0.2065, 4.6622], [-4.5697, -1.2167, -1.2706], [3.3533, -2.3058, -0.4894], [-0.0190, -0.0997, -3.4525], [3.0879, 1.0091, 1.7283], [3.0853, -0.7923, 1.8154], [-0.0201, -0.0304, 7.2924], [0.6465, 1.9963, 3.5554], [-3.5036, 1.3691, -1.2744], [-3.0760, 1.5363, -2.2790], [-4.5315, 0.0440, 1.0403], [4.5216, 1.1389, -1.3781], [-3.3747, -2.3237, -0.5019], [-3.4401, 0.0530, 1.1772], [-0.0193, -0.0215, -1.0169], [3.0432, 1.5510, -2.2756], [2.1269, -0.3188, 7.1166], [4.5406, -1.1757, -1.2468], [-3.1214, -0.8200, 1.8091], [0.6886, -2.2096, 3.4517], [-4.5611, 1.1324, -1.3786], [1.1788, -0.0750, 5.2124]], "orbital_gap_ev": [4.1, 6.0], "charge": 2, "spin_multiplicity": 7, "de_lowest_ev": 5.246, "e_lumo_ev": [-8.7, -8.3], "s2": 12.749}

Entry 4:
{"formula": "C2N3O2S", "method": "the ωB97M-V functional and the def2-TZVPD basis", "species": ["C", "S", "O", "N", "C", "N", "N", "O"], "xyz": [[-0.2270, -0.1889, -0.3750], [-1.3910, -0.9806, -1.4750], [1.4372, 2.4976, 1.0263], [-1.3903, -1.6850, 0.8471], [1.7434, 1.7499, 0.1646], [-0.4026, -0.7349, 0.7517], [-2.0290, -1.8917, -0.1769], [2.2592, 1.2336, -0.7629]], "orbital_gap_ev": 7.3, "charge": -1, "de_lowest_ev": 0.377, "e_lumo_ev": 3.6}

Entry 5:
{"formula": "C33H70BN4O18", "method": "the ωB97M-V functional and the def2-TZVPD basis", "species": ["C", "O", "H", "C", "H", "O", "H", "O", "C", "C", "O", "H", "H", "H", "C", "O", "H", "H", "H", "C", "H", "C", "O", "H", "H", "O", "C", "H", "C", "B", "O", "H", "C", "C", "C", "H", "H", "H", "H", "H", "H", "H", "H", "H", "O", "H", "C", "H", "H", "H", "O", "H", "C", "H", "O", "H", "H", "N", "C", "H", "H", "N", "H", "H", "H", "H", "H", "C", "H", "C", "O", "H", "H", "C", "C", "C", "H", "H", "H", "H", "C", "C", "H", "H", "H", "H", "H", "C", "N", "C", "C", "H", "O", "H", "O", "H", "H", "H", "C", "C", "C", "H", "O", "H", "O", "N", "H", "H", "O", "H", "C", "H", "O", "C", "H", "H", "H", "H", "H", "H", "H", "C", "C", "H", "H", "C"], "xyz": [[3.2942, -6.0916, 6.2733], [0.9172, -3.7742, -0.9518], [8.7480, -0.4135, 0.5437], [-8.6836, 6.6925, -2.4132], [-15.3280, 5.3740, 0.1527], [-3.8267, 3.6668, -2.6211], [11.1001, -1.7343, -2.6527], [-13.4565, 5.2196, -1.4770], [3.7697, -3.6866, -1.4086], [-5.2501, 3.7879, -2.7012], [-13.7850, 6.8869, -2.9658], [-0.3636, 2.6099, -0.5364], [-8.6502, 7.7756, -2.3410], [-2.6032, 0.5386, -0.4413], [-9.5138, 5.0902, -3.8796], [5.8813, -2.0062, 0.1251], [4.2554, -3.8526, -0.4560], [0.3862, -2.2758, 2.4735], [3.3650, -3.5945, 1.9174], [-12.8238, 6.2536, -3.8223], [3.8273, -3.6963, 7.3607], [7.2389, -1.9082, 0.5731], [5.1409, -1.5290, 2.3336], [1.6342, -0.4887, 1.2252], [-12.8616, 6.7711, -4.7767], [10.9486, -1.6986, -0.5845], [2.3692, -3.7944, 1.5273], [7.4369, -2.5373, 1.4359], [-3.3856, 3.0829, -1.5046], [4.9170, -1.4853, 0.9532], [-4.0697, 2.7211, -0.5820], [7.6931, -0.2650, 1.8993], [2.3148, -2.3912, -2.8840], [-15.1288, 6.4431, 0.2202], [7.7049, -0.4792, 0.8368], [7.8563, -2.3150, -0.2215], [2.8049, 2.9193, 1.3594], [1.7698, -4.1035, 2.3741], [-9.4854, 3.1263, -5.4531], [3.5300, 2.3318, -2.2118], [-11.4987, 1.7329, -4.8952], [2.6915, -1.3492, 2.2784], [2.4087, -4.6490, 0.8625], [5.2110, -2.4689, 2.5726], [-2.0588, 2.9785, -1.5905], [-5.7061, 2.8082, -2.8294], [1.9632, -7.9546, 5.7815], [1.4190, -1.7796, -2.9245], [4.9216, 0.9218, 0.7512], [-13.0700, 5.2079, -3.9743], [2.5785, -6.7313, 5.3484], [4.5806, 1.1519, -1.6817], [3.6093, -0.7857, 0.3733], [-5.6548, 4.2742, -1.8167], [-8.8700, 4.2243, -3.3469], [3.0800, -1.9242, -3.4966], [2.0744, -3.3782, -3.2597], [4.0741, 1.9883, -1.4328], [3.2443, 1.7870, -0.2427], [9.6961, -2.6107, -1.9827], [4.4715, -3.5467, -2.2220], [1.8200, 1.5746, -0.5453], [1.7129, -8.4919, 4.8688], [12.3773, -4.6617, 1.3151], [0.9503, -7.1883, 7.5275], [3.4657, 0.9178, 1.6705], [0.0244, -7.0557, 6.0370], [4.4993, -4.1360, 6.6255], [-11.8330, 6.3574, -3.4033], [10.3368, -1.7378, -1.8764], [-10.3625, 4.9266, -4.8985], [0.2105, -8.6331, 6.8279], [2.8805, -0.4262, -1.6640], [2.7936, -2.5076, -1.4217], [12.9399, -3.7356, 1.4294], [0.7118, -7.6944, 6.5930], [4.4198, -1.1976, -1.6195], [5.2873, -4.6954, 7.1243], [14.8958, -4.6064, 1.2216], [9.7266, -0.8436, -1.9742], [11.5928, -2.8218, -0.2531], [3.4613, -1.1540, -1.1114], [14.1950, -4.0434, -0.3001], [-13.1016, 6.2281, 0.9306], [1.5840, 1.8958, -1.4770], [-10.9310, 2.6142, -3.4718], [-9.1284, 6.2829, -1.5075], [-10.4774, 3.5656, -5.3579], [3.3482, 3.0671, 0.5105], [14.2958, -3.8216, 0.7615], [1.7386, -2.5655, 0.8450], [-10.9071, 3.6350, -6.3556], [12.1722, -2.6288, 0.9312], [-16.0499, 6.9327, 0.5313], [3.7675, -4.9698, 5.7231], [7.1348, 0.2768, 0.3078], [-13.8100, 7.8109, 1.2315], [-0.2484, -1.6825, 0.9379], [-14.0213, 6.7410, 1.2089], [3.8550, 0.7358, 0.6736], [2.4133, -1.2508, 1.2354], [-14.3076, 6.4159, 2.2091], [11.6367, -3.8269, -0.9142], [13.0584, -3.5494, 2.4951], [-14.8351, 6.9722, -1.0807], [1.5860, -2.7386, -0.6115], [14.8249, -2.8723, 0.8524], [-1.7996, 2.7389, 0.4644], [-9.5006, 6.3835, -3.5467], [1.5376, 0.6043, -0.4984], [-13.9736, 6.2577, -1.8076], [-12.3435, 3.1879, -4.3422], [3.4834, -6.4527, 7.4058], [-1.5603, 0.8365, -0.5438], [4.9429, -3.3446, 6.0275], [2.8047, 3.7601, 0.0011], [-7.6745, 6.3084, -2.5426], [-5.4658, 4.3969, -3.5745], [-0.9878, 0.3608, 0.2513], [-0.2168, -3.4230, 1.2852], [-1.2074, 0.4620, -1.5073], [-1.4142, 2.3415, -0.4742], [0.3077, -2.4843, 1.4108], [3.1945, -4.5816, -1.6313], [2.6817, -8.5581, 6.3351], [-11.3657, 2.7250, -4.4642]], "orbital_gap_ev": [8.7, 9.2], "spin_multiplicity": 2, "de_lowest_ev": 0.792, "e_lumo_ev": [0.3, 0.2], "s2": 0.754}